Entry 1:
The following is a quantum chemistry calculation of C4H5NO3 in the gas phase at a distorted geometry, from OMol25.

XYZ file:
```
13
Properties=species:S:1:pos:R:3:forces:R:3
C -1.0571 -0.4031 1.4814 0.0 -3.9 0.4
C -0.2641 1.0458 -0.4317 -3.1 4.5 3.2
C 0.4064 0.1722 -1.3324 2.5 0.0 -0.7
C 1.1129 -0.8116 -0.5092 6.8 0.3 0.2
H -0.7558 -1.4366 1.8413 0.6 1.0 0.5
H 0.3409 2.0244 0.0219 -1.4 -2.1 -2.3
H -1.4314 1.4207 -0.8104 3.4 -1.4 1.7
H 0.9004 -1.8260 -0.4411 -0.9 -1.7 0.0
H 2.2046 -0.6818 -1.0097 -2.2 -0.9 1.5
N -0.1011 0.1571 0.7583 -3.3 3.3 1.3
O -2.2289 -0.1689 1.5416 -1.2 1.6 -0.3
O 0.8220 0.3201 -2.4301 -1.0 0.7 -2.8
O 1.1894 -0.2288 0.8686 -0.3 -1.3 -2.7
```
Positions in Å, forces in eV/Å.

Summary:
spin multiplicity: 1
LUMO energy: -0.1 eV
SMILES: O=CN1CC(=O)CO1
HOMO: -9.86 eV
relative energy (zero: lowest compared OMol25 entry of this formula, charge and spin): 126.8 kcal per mole
frontier orbital gap: 9.794 eV

Calculated atomic charges, method Löwdin, unit e: -0.3566, -0.0061, -0.4610, -0.0535, 0.1595, 0.2055, 0.2265, 0.1135, 0.1894, -0.1892, 0.0431, 0.1398, -0.0109



Entry 2:
The following is a quantum chemistry calculation of a molecular structure, C56H48BiFGeN3O2P3S2Se2Te2 at a distorted geometry, from OMol25.

XYZ file:
```
121
Properties=species:S:1:pos:R:3:forces:R:3
Bi -0.0135 -2.5009 -0.3239 -1.1 1.1 -0.6
F -0.4076 4.8468 0.2759 0.1 -0.1 -0.1
Ge -0.4911 3.0001 0.3678 0.1 1.1 0.4
C 1.4443 3.0481 0.9767 -0.1 -0.5 -0.2
C 1.6586 4.1761 1.7825 -0.2 -0.1 0.0
C 2.8898 4.4498 2.3477 0.0 0.0 0.0
C 3.9580 3.6088 2.0938 0.1 0.0 0.0
C 3.7713 2.4837 1.3143 -0.1 0.0 -0.1
C 2.5224 2.1648 0.7631 -0.3 0.3 0.2
P 2.3636 0.6354 -0.2602 0.2 0.2 -0.1
C 3.7810 -0.3176 0.4600 -0.1 0.0 0.0
C 4.9304 -0.7185 -0.2141 0.0 0.0 0.1
C 5.9033 -1.4695 0.4392 0.0 0.0 -0.1
C 5.7382 -1.8387 1.7641 0.0 0.0 0.0
C 4.6020 -1.4304 2.4511 0.0 0.0 -0.1
C 3.6422 -0.6678 1.8065 -0.1 -0.1 0.0
C 3.0657 1.3190 -1.8274 -0.1 -0.1 0.0
C 3.5090 0.4406 -2.8212 0.0 0.0 0.0
C 4.0199 0.9229 -4.0174 -0.1 0.0 0.0
C 4.0248 2.2862 -4.2763 0.0 0.0 0.0
C 3.5231 3.1641 -3.3273 0.0 0.0 0.0
C 3.0541 2.6876 -2.1089 0.1 -0.1 -0.1
C -1.8026 3.1253 1.8773 0.2 -0.4 -0.2
C -2.3863 4.3755 2.1215 0.0 0.1 0.0
C -3.1839 4.5656 3.2380 0.1 0.0 -0.1
C -3.3870 3.5153 4.1278 0.0 -0.1 0.1
C -2.8162 2.2796 3.8797 0.0 0.2 -0.1
C -2.0361 2.0596 2.7371 0.0 0.1 0.1
P -1.1731 0.3844 2.3014 -0.7 1.1 0.4
C -0.2499 0.4628 3.9230 0.2 -0.3 -0.2
C 0.9029 1.2488 3.9644 -0.1 -0.1 0.1
C 1.7410 1.2419 5.0710 0.0 0.1 -0.1
C 1.4437 0.4437 6.1660 -0.1 0.0 0.0
C 0.2814 -0.3144 6.1526 0.0 0.0 0.0
C -0.5638 -0.2954 5.0502 0.1 0.1 0.0
C -2.7209 -0.6061 2.6946 0.0 0.0 -0.2
C -3.9639 -0.0755 2.3285 0.1 -0.1 0.0
C -5.1414 -0.7915 2.4978 0.0 0.1 -0.1
C -5.1168 -2.0655 3.0442 0.0 0.0 0.0
C -3.9001 -2.6072 3.4257 0.0 0.1 0.0
C -2.7243 -1.8934 3.2406 0.1 0.0 0.0
C -1.2484 2.9720 -1.5003 0.1 -0.7 0.1
C -1.6564 4.2289 -1.9720 0.0 0.2 0.0
C -2.4063 4.3632 -3.1257 -0.1 0.0 0.0
C -2.8087 3.2373 -3.8313 0.0 -0.1 0.0
C -2.3922 1.9946 -3.4005 0.0 0.0 0.0
C -1.5893 1.8435 -2.2616 0.1 0.3 0.2
P -1.0823 0.1202 -1.7945 -0.6 0.4 -0.7
C -0.4629 -0.4483 -3.4544 0.2 0.2 0.0
C 0.0091 0.4833 -4.3867 0.1 0.0 0.1
C 0.5141 0.0817 -5.6128 0.1 0.0 0.0
C 0.5999 -1.2649 -5.9330 0.0 -0.1 0.0
C 0.1713 -2.2060 -5.0117 0.0 0.0 0.0
C -0.3536 -1.8002 -3.7919 0.0 0.0 0.0
C -2.8338 -0.4966 -1.8135 0.0 -0.1 0.0
C -3.3359 -1.5481 -2.5744 0.0 0.1 0.0
C -4.6860 -1.8780 -2.5173 -0.1 0.0 0.0
C -5.5552 -1.1537 -1.7171 0.0 0.0 -0.1
C -5.0655 -0.0935 -0.9640 0.0 0.0 0.0
C -3.7176 0.2156 -0.9984 0.1 0.0 0.1
H 0.8346 4.8466 1.9753 0.0 0.0 0.0
H 3.0173 5.3234 2.9762 0.0 0.0 0.0
H 4.9379 3.8231 2.5051 0.0 0.0 0.0
H 4.6185 1.8408 1.1299 0.0 -0.1 0.0
H 5.0867 -0.4338 -1.2432 0.0 0.0 0.0
H 6.8055 -1.7566 -0.0897 -0.1 0.0 0.0
H 6.4977 -2.4339 2.2574 -0.1 0.0 0.0
H 4.4566 -1.7066 3.4878 0.0 0.0 0.0
H 2.7691 -0.3482 2.3609 -0.1 -0.1 0.0
H 3.4485 -0.6300 -2.6623 0.0 0.0 0.0
H 4.3944 0.2282 -4.7589 -0.1 0.0 0.0
H 4.3951 2.6580 -5.2251 0.0 0.0 0.0
H 3.5001 4.2291 -3.5275 0.0 0.0 0.0
H 2.6751 3.3936 -1.3818 0.0 0.0 0.0
H -2.1943 5.1994 1.4460 0.0 0.0 0.1
H -3.6297 5.5368 3.4231 0.0 0.0 0.0
H -3.9963 3.6651 5.0143 0.0 0.0 0.0
H -2.9875 1.4625 4.5736 0.0 0.0 0.0
H 1.1531 1.8656 3.1140 0.1 0.0 0.0
H 2.6350 1.8565 5.0635 0.0 0.0 0.0
H 2.1058 0.4149 7.0235 0.0 0.0 0.0
H 0.0341 -0.9437 7.0004 0.0 0.0 0.0
H -1.4606 -0.8963 5.0677 0.0 -0.1 0.0
H -4.0110 0.9174 1.9044 -0.1 0.0 0.0
H -6.0840 -0.3516 2.1899 0.0 0.0 0.0
H -6.0345 -2.6319 3.1560 0.0 0.0 0.0
H -3.8442 -3.6032 3.8470 0.0 0.0 -0.1
H -1.8005 -2.3880 3.5022 0.1 0.0 -0.1
H -1.3771 5.1174 -1.4264 0.0 -0.1 0.0
H -2.7006 5.3514 -3.4613 0.0 0.0 0.0
H -3.4373 3.3260 -4.7091 0.0 0.0 0.0
H -2.6900 1.1113 -3.9527 0.0 0.0 0.0
H -0.0059 1.5384 -4.1503 0.0 0.0 0.0
H 0.8554 0.8321 -6.3168 0.0 0.0 0.0
H 1.0037 -1.5790 -6.8886 0.0 0.0 0.0
H 0.2370 -3.2651 -5.2295 0.0 0.0 0.0
H -0.6834 -2.5774 -3.1215 0.0 -0.1 0.1
H -2.7021 -2.1096 -3.2443 0.0 -0.1 0.0
H -5.0460 -2.7049 -3.1164 0.0 0.0 0.0
H -6.6090 -1.4037 -1.6902 0.0 0.0 0.0
H -5.7379 0.4978 -0.3543 0.0 0.0 0.1
H -3.3360 1.0386 -0.4027 -0.1 0.0 0.0
Se 0.8600 -4.2567 1.2300 2.4 -0.1 1.3
Te -0.7144 -5.6728 2.3294 -1.9 -0.3 1.0
Te 3.5198 -7.9717 -0.2076 0.4 0.5 -0.3
Se 1.7149 -6.4301 0.8308 0.5 -2.6 -0.4
O -2.5592 -3.0581 0.3919 0.2 0.4 0.1
H -3.2942 -2.5016 0.1001 0.1 0.0 0.0
H -2.5987 -3.8806 -0.1129 -0.1 -0.2 -0.1
S 0.1047 -1.6523 1.9834 0.6 0.2 -0.3
N 1.7928 -5.3014 -2.3609 0.0 0.0 0.0
C 2.5176 -4.3010 -1.8175 0.1 0.3 -0.3
N 3.7994 -4.5754 -1.5038 0.3 -0.2 0.0
O 2.0735 -3.1288 -1.7025 -0.2 0.0 0.2
H 2.1183 -6.2448 -2.1751 0.0 -0.1 0.1
H 0.7891 -5.1856 -2.3223 -0.1 0.1 0.1
H 4.0593 -5.5470 -1.3268 -0.1 0.0 0.0
H 4.2723 -3.8930 -0.9370 -0.1 0.2 0.0
S -3.1307 -5.3069 -3.4204 -0.4 -0.1 -0.4
C -2.0118 -4.8672 -2.3376 0.6 0.3 0.5
N -1.1986 -4.5301 -1.5532 -0.3 -0.3 -0.5
```
Positions in Å, forces in eV/Å.

Summary:
spin multiplicity: 1
LUMO energy: 3.7 eV
charge: -2
HOMO: -1.38 eV
frontier orbital gap: 5.053 eV

Results of the Löwdin charge analysis, in e, for atoms 1 through 99: 1.1138, -0.3802, 1.0214, -0.2722, -0.1227, -0.0861, -0.0857, -0.0906, -0.4033, 1.0969, -0.3768, -0.0945, -0.0991, -0.0953, -0.0670, -0.1192, -0.3503, -0.1196, -0.0915, -0.1081, -0.0927, -0.0826, -0.2777, -0.1143, -0.1070, -0.0966, -0.1047, -0.3919, 0.7957, -0.4056, -0.1021, -0.0895, -0.1096, -0.0891, -0.0978, -0.3580, -0.1294, -0.1046, -0.1022, -0.0863, -0.1625, -0.2373, -0.1080, -0.0894, -0.0808, -0.1165, -0.4117, 0.9883, -0.3496, -0.1066, -0.0938, -0.0949, -0.0650, -0.1340, -0.3767, -0.0965, -0.0860, -0.0896, -0.0905, -0.1159, 0.0922, 0.0985, 0.0988, 0.1021, 0.0817, 0.0974, 0.0975, 0.1069, 0.0673, 0.1013, 0.1017, 0.0926, 0.0969, 0.0948, 0.0873, 0.0895, 0.0931, 0.1063, 0.0716, 0.0963, 0.0897, 0.0964, 0.0867, 0.0905, 0.0926, 0.0928, 0.1005, 0.0439, 0.0849, 0.0960, 0.0991, 0.1136, 0.0982, 0.0979, 0.0955, 0.1107, 0.0309, 0.0729, 0.0854



Entry 3:
The following is a quantum chemistry calculation of 2 unconnected molecules or ions with the total composition C9H14O2 at a distorted geometry, from OMol25.

XYZ file:
```
25
Properties=species:S:1:pos:R:3:forces:R:3
C 2.2330 1.7396 -0.5107 -0.3 1.5 -1.0
C 3.0209 3.0271 -0.0741 -2.1 -1.4 0.8
O 3.1551 0.9828 -1.2965 -0.1 0.9 -1.1
H 1.9783 1.1818 0.3614 -0.7 -0.3 0.4
H 1.3077 2.0056 -1.1677 1.6 -0.5 1.2
H 3.7655 2.9388 -0.7635 2.7 0.4 -1.5
H 3.3755 0.1124 -1.0003 -0.3 -0.6 0.7
H 3.3704 2.8479 0.9274 0.4 0.2 0.4
H 2.5978 4.0120 -0.1524 -0.8 0.2 0.0
C -2.6880 -2.9508 -1.1411 1.4 0.7 1.9
C -2.3517 -1.4844 1.0248 -0.5 -0.4 0.5
C -2.1802 -1.7049 -0.3549 1.1 -1.5 1.0
C -1.6603 -0.5112 1.8338 -2.4 -2.6 -0.3
C -0.6851 0.1362 1.1909 2.2 0.6 -2.7
C -1.1679 -0.9584 -0.9717 1.0 0.3 -1.3
C -0.3778 -0.0685 -0.2335 -2.6 -0.6 0.5
O 0.1767 0.9791 1.7831 0.6 0.6 5.4
H -2.9978 -2.1560 1.6196 0.1 0.4 -0.7
H -1.9526 -0.4785 2.9222 0.8 0.3 -1.3
H -3.3414 -2.6184 -1.8673 -1.6 0.3 -1.6
H -3.0806 -3.7241 -0.5381 -1.5 -0.2 1.2
H -0.9302 -1.1753 -2.1108 -0.5 0.7 2.5
H 0.1262 0.8815 2.8984 0.0 0.4 -4.8
H 0.2422 0.5843 -0.8150 0.5 -0.1 0.5
H -1.9356 -3.5984 -1.5641 1.0 0.7 -0.7
```
Positions in Å, forces in eV/Å.

Summary:
spin multiplicity: 1
LUMO energy: 0.5 eV
SMILES: Cc1ccc(O)cc1.CCO
HOMO: -8.41 eV
relative energy (zero: lowest compared OMol25 entry of this formula, charge and spin): 75.8 kcal per mole
frontier orbital gap: 8.941 eV

Calculated atomic charges, method Löwdin, unit e: -0.2920, -0.0502, -0.0833, 0.0676, 0.1303, 0.0269, 0.0716, 0.0660, 0.0649, -0.0473, -0.0431, -0.2592, -0.0441, -0.3695, -0.0634, 0.0056, -0.0250, 0.1085, 0.1307, 0.0456, 0.0538, 0.1531, 0.2248, 0.0551, 0.0725



Entry 4:
The following is a quantum chemistry calculation of C4H8N2O in the gas phase at a distorted geometry, from OMol25.

XYZ file:
```
15
Properties=species:S:1:pos:R:3:forces:R:3
N -2.0833 0.5172 -0.0536 -0.3 0.2 -0.1
C -0.9336 -0.1258 -0.5313 0.8 -0.5 1.2
O -0.3767 0.5548 -1.5511 0.5 0.1 -0.4
H -1.9424 1.5110 0.0736 0.0 -0.1 0.0
H -2.4712 0.0905 0.7767 0.1 0.0 -0.1
H -1.1170 -1.1911 -0.7331 0.0 0.1 0.0
C 0.2778 -0.3049 0.7741 -0.7 -1.6 -1.6
C 1.7367 -0.9719 -1.0881 0.1 -0.3 0.4
C 0.8133 0.8765 1.2467 0.6 1.0 0.3
N 1.2614 -1.2407 0.0078 -0.4 0.8 0.3
H -0.2511 -0.9133 1.5053 0.1 0.0 0.0
H 0.5483 0.1599 -1.7111 -0.7 0.3 0.1
H 2.4285 -1.6457 -1.5958 0.1 0.0 -0.1
H 0.6134 1.2340 2.2472 -0.1 0.0 -0.1
H 1.4959 1.4494 0.6328 0.0 0.0 0.0
```
Positions in Å, forces in eV/Å.

Summary:
spin multiplicity: 1
LUMO energy (spin up / spin down): -0.6 / -0.4 eV
HOMO (spin up / spin down): -7.80 / -8.01 eV
relative energy (zero: lowest compared OMol25 entry of this formula, charge and spin): 133.4 kcal per mole
frontier orbital gap (spin up / spin down): 7.201 / 7.656 eV

Calculated atomic charges, method Löwdin, unit e: 0.0793, -0.4492, -0.0240, 0.0936, 0.0875, 0.1384, -0.3228, -0.0202, 0.0356, 0.0289, 0.1176, 0.0510, 0.0622, 0.0559, 0.0662